(1)
Computed, not measured: a cluster of 2 separate species, C6H16 in total in a non-equilibrium geometry, with ωB97M-V with the def2-TZVPD basis set.

```
22
Properties=species:S:1:pos:R:3:mulliken_charge:R:1
C -2.143 0.649 -1.392 -0.26
C -2.060 0.893 0.127 -0.87
C -1.926 -0.815 -1.805 -1.10
H -1.438 1.297 -1.897 0.28
H -3.127 1.012 -1.705 0.35
H -3.018 1.069 0.600 0.33
H -1.643 0.033 0.657 0.11
H -0.853 -1.018 -1.852 0.25
H -2.457 -1.015 -2.728 0.33
H -1.416 1.731 0.389 0.26
H -2.245 -1.465 -1.000 0.31
C 2.599 -0.424 0.979 -0.20
C 2.019 0.515 -0.091 -0.86
C 1.615 -0.802 2.068 -0.93
H 3.462 0.095 1.393 0.27
H 2.916 -1.312 0.431 0.26
H 1.180 0.041 -0.605 0.03
H 1.771 1.522 0.220 0.33
H 0.595 -0.886 1.696 0.14
H 2.797 0.636 -0.854 0.35
H 1.550 -0.015 2.822 0.29
H 1.823 -1.740 2.548 0.33
```

Its total charge is 0. The calculation puts the gap between HOMO and LUMO at 12.4 eV. As for the LUMO energy: 1.15 eV. Its multiplicity is 1. The energy above the lowest of the compared OMol25 structures with the same formula, charge and spin comes out at 0.453 eV. The calculation puts the strongest force on any atom at 0.0214 Eh/bohr. The SMILES is CCC.CCC. The calculation puts the total energy at -238.17990 Ha.



(2)
Computed, not measured: a cluster of 3 separate species, C6H16Br2NPSi in total in a non-equilibrium geometry, with ωB97M-V with the def2-TZVPD basis set.

```
27
Properties=species:S:1:pos:R:3:mulliken_charge:R:1
C -1.957 3.254 2.796 -0.86
C -1.520 2.037 0.704 -0.50
C -0.044 -0.659 -3.210 -1.20
C 1.421 -3.101 -1.478 -1.08
C 1.956 0.015 -0.897 -0.87
C -1.607 3.213 1.338 0.06
N -0.739 -1.416 -0.430 0.30
Si 0.665 -1.238 -1.503 0.40
P -1.934 -1.832 0.389 -0.27
Br 2.936 -1.933 2.741 -0.22
Br -1.229 -1.988 2.489 -0.14
H -1.256 3.865 3.369 0.28
H -3.005 3.598 2.884 0.23
H -1.912 2.221 3.104 0.25
H 2.121 -1.800 3.915 0.19
H -1.693 2.158 -0.393 0.23
H -1.595 1.175 1.340 -0.06
H 0.041 -1.409 -3.987 0.39
H -1.145 -0.457 -3.038 0.27
H 0.596 0.036 -3.656 0.40
H 0.608 -3.697 -1.097 0.28
H 1.553 -3.299 -2.513 0.36
H 2.401 -3.328 -0.993 0.31
H 2.344 -0.284 0.022 0.20
H 2.647 -0.187 -1.692 0.28
H 1.774 1.031 -0.917 0.39
H -1.429 4.027 0.712 0.38
```

Its total charge is 0. The calculation puts the gap between HOMO and LUMO (alpha / beta) at 7.0 / 6.5 eV. As for the LUMO energy (alpha / beta): 0.42 / -2.85 eV. Its multiplicity is 3. The energy above the lowest of the compared OMol25 structures with the same formula, charge and spin comes out at 1.330 eV. As for the expectation value of S²: 2.0140. The calculation puts the strongest force on any atom at 0.0906 Eh/bohr. The calculation puts the total energy at -6071.74194 Ha.



(3)
Computed, not measured: a structure of composition C6H16INOSi in a non-equilibrium geometry, with ωB97M-V with the def2-TZVPD basis set.

```
26
Properties=species:S:1:pos:R:3:mulliken_charge:R:1
C -1.708 3.402 -0.211 -0.76
C 2.119 0.363 -0.157 -1.09
C 1.688 -2.542 -1.235 -1.14
C 0.892 -1.862 1.731 -1.05
C -1.510 1.202 0.629 -0.47
C -0.701 -0.809 -0.768 -0.67
N -1.839 -0.150 0.362 -0.42
O -1.750 2.031 -0.488 -0.25
Si 1.020 -1.196 -0.049 0.28
I -3.736 -0.317 -0.393 0.04
H -0.689 3.728 0.036 0.28
H -2.371 3.662 0.624 0.32
H -2.047 3.907 -1.113 0.24
H 1.856 0.969 -1.021 0.34
H 2.022 0.990 0.725 0.32
H 3.169 0.105 -0.252 0.37
H 1.605 -3.532 -0.796 0.32
H 1.133 -2.557 -2.170 0.33
H 2.735 -2.385 -1.482 0.34
H 0.240 -1.238 2.335 0.32
H 0.480 -2.867 1.741 0.34
H 1.865 -1.902 2.215 0.36
H -0.450 1.247 0.926 0.26
H -2.123 1.547 1.482 0.49
H -0.688 -0.088 -1.579 0.41
H -1.212 -1.709 -1.091 0.50
```

Its total charge is 0. The calculation puts the gap between HOMO and LUMO (alpha / beta) at 6.5 / 6.9 eV. As for the LUMO energy (alpha / beta): 0.79 / -2.25 eV. Its multiplicity is 3. As for the expectation value of S²: 2.0098. The calculation puts the strongest force on any atom at 0.1103 Eh/bohr. The calculation puts the total energy at -955.24284 Ha.



(4)
Computed, not measured: a structure of composition C6H16KO2 in a non-equilibrium geometry, with ωB97M-V with the def2-TZVPD basis set.

```
25
Properties=species:S:1:pos:R:3:mulliken_charge:R:1
K 10.433 3.385 -21.439 0.93
C 8.950 5.260 -26.072 -1.26
C 9.953 4.602 -25.143 0.41
C 10.959 5.607 -24.625 -1.19
O 9.248 3.965 -24.054 -0.57
H 9.471 5.759 -26.895 0.38
H 8.394 6.061 -25.576 0.35
H 8.246 4.558 -26.513 0.33
H 10.449 3.786 -25.661 0.24
H 11.465 6.080 -25.462 0.39
H 11.685 5.120 -23.969 0.24
H 10.437 6.393 -24.073 0.34
H 8.781 4.605 -23.509 0.36
C 8.351 1.540 -18.109 -1.12
C 8.211 0.872 -19.468 0.44
C 7.157 1.476 -20.341 -1.21
O 9.462 1.006 -20.191 -0.50
H 9.237 1.126 -17.630 0.34
H 7.502 1.317 -17.463 0.36
H 8.435 2.619 -18.243 0.24
H 8.012 -0.191 -19.308 0.27
H 7.343 2.554 -20.448 0.25
H 6.183 1.396 -19.859 0.38
H 7.142 1.017 -21.325 0.32
H 10.115 0.402 -19.823 0.29
```

Its total charge is +1. The calculation puts the gap between HOMO and LUMO at 10.5 eV. As for the LUMO energy: -3.61 eV. Its multiplicity is 1. The calculation puts the strongest force on any atom at 0.0217 Eh/bohr. The calculation puts the total energy at -988.44251 Ha.